Entry 1:
The following is a quantum chemistry calculation of a cluster of 26 separate species, C59H124O49S5 in total in a non-equilibrium geometry, from the OMol25 dataset.

XYZ file:
```
237
Properties=species:S:1:pos:R:3:mulliken_charge:R:1
C -6.00 -1.00 -5.00 1.070
C -7.29 -0.16 -5.03 -0.618
C -7.79 0.11 -6.43 -0.910
S -7.06 -1.13 -7.61 1.089
O -6.14 -0.46 -8.51 -0.625
O -8.06 -2.04 -8.14 -0.644
C -6.14 -1.98 -6.19 -1.046
H -5.88 -1.40 -3.99 -0.336
H -5.23 -0.26 -5.20 -0.320
H -7.12 0.82 -4.60 0.128
H -8.05 -0.74 -4.49 0.394
H -7.59 1.13 -6.75 0.387
H -8.85 0.12 -6.71 0.465
H -5.22 -2.49 -6.50 0.508
H -6.86 -2.69 -5.79 0.483
C 3.88 3.90 1.50 0.385
C 4.46 3.04 0.38 1.368
C 5.70 3.77 -0.13 -1.135
S 6.60 4.53 1.27 0.947
O 6.77 5.96 0.99 -0.697
O 7.74 3.68 1.63 -0.580
C 5.11 4.22 2.37 -0.449
H 3.18 3.23 2.01 -0.853
H 3.33 4.80 1.24 0.502
H 3.67 2.77 -0.31 -0.289
H 4.84 2.20 0.96 -0.899
H 5.24 4.56 -0.72 0.502
H 6.39 3.21 -0.77 0.542
H 4.87 4.99 3.09 0.694
H 5.29 3.30 2.93 -0.031
C -5.62 2.66 2.90 -0.167
C -6.16 1.99 4.13 -0.913
C -5.47 0.64 4.30 -0.963
S -3.75 0.83 3.68 1.286
O -3.65 -0.12 2.56 -0.662
O -2.79 0.89 4.83 -0.771
C -4.07 2.65 3.04 -0.279
H -5.90 3.71 2.77 0.481
H -5.97 2.04 2.07 -0.124
H -7.24 1.99 4.23 0.528
H -5.96 2.65 4.97 0.215
H -5.96 -0.05 3.62 0.297
H -5.40 0.08 5.23 0.562
H -3.43 2.86 2.19 0.358
H -3.80 3.24 3.91 -0.359
C -0.90 -1.89 0.61 0.461
C -0.76 -1.12 -0.76 0.040
C -0.76 0.41 -0.49 -0.287
S 0.31 0.51 0.98 0.443
O -0.35 1.34 1.99 -0.094
O 1.62 0.92 0.49 0.124
C 0.25 -1.28 1.49 -0.279
H -0.90 -2.97 0.51 0.580
H -1.90 -1.71 1.00 -0.520
H -1.57 -1.24 -1.48 0.612
H 0.19 -1.32 -1.25 -0.313
H -1.70 0.84 -0.17 -0.311
H -0.26 0.91 -1.32 -0.050
H 0.11 -1.34 2.57 -0.152
H 1.23 -1.70 1.27 -0.012
C 4.70 2.43 -5.76 -0.808
C 4.93 3.35 -4.50 -0.653
C 3.72 3.23 -3.60 0.240
S 2.93 1.62 -3.85 1.062
O 1.54 1.88 -4.18 -1.243
O 3.31 0.66 -2.76 -0.914
C 3.97 1.16 -5.34 -0.520
H 5.60 2.03 -6.23 0.430
H 4.13 2.99 -6.50 0.297
H 4.94 4.40 -4.79 0.381
H 5.83 3.08 -3.94 0.281
H 2.94 3.97 -3.80 0.402
H 3.93 3.31 -2.53 -0.645
H 3.37 0.55 -6.02 0.299
H 4.76 0.50 -4.98 0.169
C 1.80 -4.95 -0.46 -0.627
O 2.46 -4.14 -1.38 -0.434
H 1.32 -4.37 0.32 0.244
H 1.05 -5.65 -0.83 0.510
H 2.55 -5.55 0.06 0.081
H 2.91 -3.41 -0.95 0.038
C 0.95 -3.98 4.47 -0.586
O 1.34 -2.77 5.19 -0.411
H 0.71 -3.88 3.41 0.117
H 1.73 -4.74 4.48 0.415
H 0.03 -4.35 4.92 0.289
H 1.99 -3.05 5.85 0.287
C -0.75 4.34 -3.46 -0.773
O -0.14 3.25 -2.79 0.642
H 0.01 4.82 -4.08 0.384
H -1.59 3.98 -4.05 0.154
H -1.22 5.11 -2.85 0.149
H 0.31 2.68 -3.42 0.048
C 0.68 -0.75 -6.78 -0.476
O 1.98 -1.30 -7.02 -0.458
H 0.52 0.15 -7.38 0.203
H 0.01 -1.55 -7.10 0.573
H 0.43 -0.61 -5.73 -0.110
H 1.97 -1.73 -7.88 0.299
C 0.17 -3.53 -3.57 0.446
O 1.09 -4.64 -3.58 -0.657
H -0.44 -3.53 -4.47 0.342
H -0.45 -3.59 -2.67 -0.355
H 0.71 -2.59 -3.48 -0.086
H 1.66 -4.66 -2.82 0.405
C -2.58 -2.58 4.26 -0.421
O -3.11 -2.71 2.94 -0.282
H -2.40 -3.56 4.71 0.355
H -1.67 -1.98 4.28 -0.060
H -3.20 -1.97 4.90 0.177
H -3.20 -1.87 2.48 0.304
C 1.23 4.60 3.91 -0.258
O 0.29 5.59 4.05 -0.532
H 1.37 4.18 4.91 0.281
H 0.98 3.75 3.27 -0.190
H 2.20 4.96 3.57 0.380
H 0.33 6.26 3.37 0.296
C 0.00 4.17 0.26 2.100
O 0.87 4.55 -0.79 -0.638
H 0.66 3.87 1.07 -0.635
H -0.63 5.05 0.43 -0.357
H -0.72 3.37 0.11 -0.567
H 0.65 3.97 -1.52 0.249
C 0.12 0.77 5.71 0.003
O -0.86 1.06 6.68 -0.653
H 1.11 0.56 6.13 0.255
H -0.25 0.03 5.01 0.020
H 0.09 1.73 5.18 -0.019
H -1.64 1.21 6.13 0.558
C 4.64 -1.27 0.00 -0.322
O 3.71 -1.59 -1.03 0.376
H 4.17 -0.40 0.47 -0.155
H 4.78 -2.03 0.76 0.324
H 5.53 -0.89 -0.50 0.303
H 3.69 -0.81 -1.60 -0.036
C 4.96 -5.24 1.70 -0.159
O 6.32 -4.84 1.80 -0.564
H 4.56 -5.35 2.71 0.181
H 4.35 -4.52 1.15 -0.122
H 4.87 -6.17 1.14 0.342
H 6.62 -4.56 0.93 0.299
C -6.07 -4.55 1.48 -0.511
O -5.04 -5.47 1.21 -0.484
H -6.85 -4.39 0.74 0.329
H -6.57 -4.74 2.43 0.371
H -5.71 -3.53 1.52 0.015
H -4.46 -5.58 1.98 0.291
C 0.82 -9.60 2.38 -0.281
C 1.59 -9.34 1.11 -0.420
O 2.23 -8.07 1.32 -0.255
C 1.52 -7.41 2.23 0.462
O 1.71 -6.24 2.54 -0.270
O 0.64 -8.26 2.86 -0.358
H 1.38 -10.16 3.13 0.272
H -0.14 -10.05 2.16 0.276
H 0.93 -9.24 0.25 0.275
H 2.27 -10.14 0.82 0.317
C -3.09 6.24 2.71 0.301
C -2.69 7.17 1.55 -0.212
O -3.73 7.28 0.65 -0.330
C -4.65 6.38 1.04 0.497
O -5.65 6.15 0.34 -0.589
O -4.30 5.79 2.27 -0.127
H -3.14 6.71 3.69 0.215
H -2.35 5.44 2.79 -0.116
H -1.87 6.69 1.02 -0.029
H -2.46 8.13 2.01 0.342
C -4.62 1.36 -1.93 0.362
C -5.15 1.41 -0.46 0.090
O -4.83 2.73 -0.19 -0.330
C -3.87 3.18 -1.05 0.451
O -3.21 4.17 -0.90 -0.471
O -3.66 2.38 -2.00 -0.267
H -5.45 1.46 -2.63 0.054
H -4.15 0.38 -2.04 -0.123
H -4.60 0.74 0.19 -0.328
H -6.22 1.34 -0.28 0.613
C -2.50 0.51 -6.40 -0.634
C -1.91 0.98 -5.00 0.911
O -2.06 -0.19 -4.33 0.690
C -2.40 -1.27 -5.08 0.035
O -2.71 -2.41 -4.71 -0.591
O -2.63 -0.89 -6.30 -0.328
H -1.79 0.69 -7.20 0.349
H -3.49 0.90 -6.61 0.323
H -2.51 1.75 -4.52 -0.239
H -0.88 1.31 -5.17 -0.374
C 3.15 0.85 3.48 2.768
C 3.43 -0.64 3.58 1.193
O 4.00 -0.73 4.88 -0.477
C 4.19 0.44 5.42 0.530
O 4.79 0.66 6.41 -0.617
O 3.89 1.43 4.56 -0.560
H 2.10 1.11 3.53 -0.371
H 3.62 1.21 2.57 -1.813
H 4.13 -0.95 2.81 -0.321
H 2.52 -1.22 3.71 -0.301
C -3.27 -4.25 -1.48 0.126
C -4.40 -4.89 -2.23 -0.623
O -5.46 -3.97 -2.00 -0.370
C -4.95 -2.78 -1.55 -0.272
O -5.59 -1.73 -1.50 -0.551
O -3.63 -2.93 -1.26 0.884
H -2.50 -4.31 -2.26 -0.094
H -3.00 -4.95 -0.70 0.247
H -4.59 -5.88 -1.83 0.351
H -4.16 -4.91 -3.30 0.224
C 3.90 -4.29 -5.33 -0.198
C 3.75 -2.94 -4.54 1.550
O 5.03 -2.42 -4.55 -0.354
C 5.80 -2.99 -5.42 0.575
O 6.90 -2.51 -5.75 -0.636
O 5.21 -4.07 -5.92 -0.405
H 3.08 -4.57 -5.98 0.333
H 3.98 -5.11 -4.62 0.230
H 3.50 -3.21 -3.52 -0.793
H 3.10 -2.17 -4.94 -0.325
C -1.39 4.36 7.08 -0.092
C -2.25 4.37 5.83 0.680
O -3.42 3.90 6.32 -0.355
C -3.35 3.39 7.49 0.631
O -4.30 2.87 8.04 -0.625
O -2.12 3.49 7.92 -0.314
H -1.23 5.32 7.56 0.289
H -0.40 4.06 6.72 0.092
H -1.88 3.68 5.07 -0.260
H -2.46 5.39 5.50 -0.046
C 9.23 1.10 3.11 -0.394
C 8.43 1.77 4.15 -0.417
O 7.11 1.48 3.80 -0.198
C 7.05 0.74 2.71 0.351
O 6.03 0.33 2.15 -0.213
O 8.32 0.52 2.21 -0.422
H 9.78 0.26 3.52 0.334
H 9.88 1.81 2.61 0.239
H 8.60 2.84 4.10 0.302
H 8.72 1.35 5.11 0.292
```

- E_LUMO (hartree) = -0.004

***

Entry 2:
The following is a quantum chemistry calculation of the ion C4H7N2O with charge +1 in a non-equilibrium geometry, from the OMol25 dataset.

XYZ file:
```
14
Properties=species:S:1:pos:R:3:mulliken_charge:R:1
C 2.34 0.37 0.13 -0.895
N 0.97 0.71 -0.05 -0.168
C 0.02 -0.24 -0.04 0.179
C -1.30 -0.06 -0.08 0.191
C -2.67 0.03 -0.02 0.294
N -3.91 -0.34 0.11 -0.326
O -2.18 1.29 -0.13 -0.376
H 2.33 -0.22 0.97 0.343
H 2.85 -0.22 -0.77 0.266
H 3.05 1.18 0.35 0.344
H 0.93 1.66 -0.30 0.278
H 0.20 -1.33 0.17 0.295
H -4.05 -1.31 -0.03 0.273
H -4.60 0.37 -0.05 0.301
```

- total charge = +1
- SMILES = C/[NH+]=C/C1=C(N)O1
- relative energy (zero: lowest compared OMol25 entry of this formula, charge and spin) (kJ/mol) = 368.6
- E_LUMO (hartree) = -0.163

***

Entry 3:
The following is a quantum chemistry calculation of the ion C4H6N3 with charge +1 in a non-equilibrium geometry, from the OMol25 dataset.

XYZ file:
```
13
Properties=species:S:1:pos:R:3:mulliken_charge:R:1
H -1.71 2.07 0.00 0.276
N -1.13 1.19 0.01 -0.404
N -1.84 0.15 0.00 0.273
C -1.14 -1.11 -0.12 -0.147
N 0.10 -1.33 -0.06 -0.246
C 1.28 -0.90 -0.01 -0.084
C 1.56 0.67 0.51 -0.284
C 1.78 0.63 -0.72 -0.286
H -2.79 0.05 0.28 0.275
H -1.92 -1.86 -0.12 0.356
H 2.11 -1.47 0.35 0.438
H 1.55 1.04 1.54 0.408
H 2.15 0.88 -1.66 0.424
```

- total charge = +1
- SMILES = [H]/N=[NH+]/C=N\C1C=C1
- relative energy (zero: lowest compared OMol25 entry of this formula, charge and spin) (kJ/mol) = 631.7
- E_LUMO (alpha / beta) (hartree) = -0.226 / -0.236